1.
Below is a molecular structure, C30H25BrF4N4Pt in a non-equilibrium geometry, with properties calculated with ωB97M-V/def2-TZVPD.

Cartesian coordinates (Å):
Pt  0.12  0.34  -0.30
C  -0.67  -2.10  -2.46
N  0.53  -1.75  -1.70
C  1.06  -2.93  -1.03
C  1.59  -1.17  -2.53
C  1.15  0.09  -3.27
N  0.36  0.94  -2.44
C  -0.09  2.12  -2.89
C  -1.15  2.76  -2.19
F  -1.75  2.03  -1.23
C  -1.59  4.04  -2.48
F  -2.57  4.58  -1.76
C  -1.01  4.76  -3.52
C  -0.03  4.14  -4.29
F  0.49  4.78  -5.32
C  0.42  2.86  -4.01
F  1.39  2.34  -4.76
H  -0.40  -2.71  -3.33
H  -1.20  -1.22  -2.79
H  -1.33  -2.69  -1.83
H  1.40  -3.67  -1.76
H  0.28  -3.40  -0.42
H  1.91  -2.67  -0.40
H  1.93  -1.90  -3.28
H  2.43  -0.94  -1.87
H  0.59  -0.18  -4.18
H  2.06  0.60  -3.62
H  -1.34  5.76  -3.74
C  4.35  0.75  1.04
C  4.40  -0.10  2.14
C  3.30  -0.86  2.49
C  2.12  -0.77  1.75
C  2.06  0.12  0.66
C  3.17  0.85  0.30
C  0.93  -1.58  2.02
C  0.90  -2.63  2.98
C  -0.23  -3.38  3.13
C  -1.37  -3.12  2.35
C  -2.58  -3.82  2.44
C  -3.64  -3.50  1.63
C  -3.54  -2.46  0.70
C  -2.37  -1.75  0.57
C  -1.27  -2.06  1.40
N  -0.15  -1.33  1.29
H  5.22  1.33  0.76
H  5.30  -0.16  2.73
H  3.36  -1.52  3.34
H  3.16  1.53  -0.54
H  1.78  -2.85  3.56
H  -0.25  -4.18  3.86
H  -2.67  -4.61  3.18
H  -4.57  -4.05  1.71
H  -4.39  -2.22  0.09
H  -2.26  -0.94  -0.14
Br  0.88  3.33  0.33
C  -0.43  2.83  1.61
C  -0.73  3.65  2.67
C  -1.74  3.24  3.53
C  -2.40  2.05  3.26
C  -2.00  1.29  2.18
N  -1.01  1.66  1.38
H  -0.20  4.57  2.82
H  -2.00  3.83  4.39
H  -3.22  1.72  3.88
H  -2.49  0.36  1.93

The spin multiplicity is 5. For the HOMO energy (alpha / beta), the calculation gives -13.610 / -13.930 eV. Its molar mass is 792.53 g mol⁻¹. As for the total charge: +2. As for the expectation value of S²: 6.056.

Just the Löwdin charges please, in e? Sure, here they are:
1. Pt 1.29
2. C -0.06
3. N -0.29
4. C -0.05
5. C -0.18
6. C -0.18
7. N 0.00
8. C -0.17
9. C -0.18
10. F 0.03
11. C -0.20
12. F 0.14
13. C 0.16
14. C -0.19
15. F 0.15
16. C -0.10
17. F 0.13
18. H 0.12
19. H 0.09
20. H 0.09
21. H 0.12
22. H 0.09
23. H 0.10
24. H 0.15
25. H 0.12
26. H 0.15
27. H 0.14
28. H 0.16
29. C -0.04
30. C -0.04
31. C 0.00
32. C -0.20
33. C -0.21
34. C -0.17
35. C -0.22
36. C 0.04
37. C 0.04
38. C -0.13
39. C 0.00
40. C -0.04
41. C -0.04
42. C -0.07
43. C -0.25
44. N 0.04
45. H 0.12
46. H 0.12
47. H 0.11
48. H 0.08
49. H 0.12
50. H 0.14
51. H 0.13
52. H 0.12
53. H 0.12
54. H 0.09
55. Br 0.95
56. C -0.67
57. C -0.06
58. C -0.01
59. C -0.01
60. C -0.09
61. N -0.06
62. H 0.12
63. H 0.13
64. H 0.12
65. H 0.10


2.
Below is a molecular structure, C30H25Cl3CoIN4O7S2 in a non-equilibrium geometry, with properties calculated with ωB97M-V/def2-TZVPD.

Cartesian coordinates (Å):
Co  17.77  12.00  6.60
C  21.21  10.39  9.24
C  21.38  11.48  8.24
N  22.58  11.95  7.84
C  22.61  12.89  6.89
C  21.51  13.65  6.56
C  21.63  14.79  5.58
O  20.59  15.05  4.66
C  20.28  13.36  7.13
C  19.22  14.27  6.91
N  17.99  13.88  7.18
C  16.94  14.79  6.93
C  16.68  15.36  5.62
C  15.67  16.27  5.46
C  14.67  16.40  6.37
C  14.81  15.81  7.68
C  15.92  15.00  7.89
I  16.26  14.49  9.87
C  20.11  12.12  7.78
O  18.99  11.53  7.92
H  22.08  9.78  9.20
H  20.30  9.83  8.90
H  21.06  10.78  10.28
H  23.58  13.07  6.41
H  22.56  14.61  5.00
H  21.71  15.74  6.12
H  20.13  14.25  4.30
H  19.46  15.29  6.64
H  17.29  15.01  4.74
H  15.66  17.00  4.58
H  13.71  16.95  6.21
H  14.03  16.10  8.37
Cl  12.58  3.88  10.26
C  12.49  5.11  9.05
C  12.83  6.41  9.36
C  12.84  7.38  8.30
C  12.52  7.05  6.95
C  12.56  8.12  5.87
C  13.93  8.26  5.20
N  15.00  8.96  5.99
C  15.56  8.47  7.16
C  16.45  9.41  7.61
N  16.48  10.44  6.69
C  15.63  10.13  5.73
O  12.20  9.46  6.34
C  10.93  9.67  6.90
C  9.76  9.79  5.92
C  8.43  9.87  6.28
Cl  7.93  10.12  7.85
S  7.33  9.73  4.96
C  8.66  9.84  3.87
C  9.87  9.73  4.43
C  12.09  5.72  6.71
Cl  11.70  5.10  5.14
C  12.05  4.79  7.76
H  13.13  6.63  10.36
H  13.24  8.38  8.50
H  11.85  7.74  5.11
H  13.76  8.91  4.35
H  14.45  7.38  4.87
H  15.41  7.50  7.63
H  16.94  9.49  8.60
H  15.47  10.70  4.79
H  10.95  10.64  7.39
H  10.62  8.95  7.67
H  8.51  9.94  2.81
H  10.90  9.65  4.03
H  11.60  3.84  7.50
O  18.58  13.65  3.57
S  18.02  12.36  4.02
O  17.62  11.31  3.09
O  16.77  12.75  4.99
O  18.95  11.73  5.09

Its energy above the lowest of the compared OMol25 structures with the same formula, charge and spin is 0.108 eV. The spin multiplicity is 5. For the HOMO energy (alpha / beta), the calculation gives -8.306 / -8.606 eV. Its molar mass is 909.88 g mol⁻¹. As for the total charge: 0. As for the expectation value of S²: 6.051.

Just the Löwdin charges please, in e? Sure, here they are:
1. Co 0.68
2. C -0.01
3. C -0.17
4. N 0.13
5. C -0.05
6. C -0.12
7. C -0.20
8. O -0.08
9. C -0.08
10. C 0.00
11. N 0.01
12. C -0.30
13. C 0.00
14. C -0.11
15. C -0.09
16. C -0.16
17. C -0.68
18. I 0.88
19. C -0.24
20. O -0.02
21. H 0.07
22. H 0.10
23. H 0.11
24. H 0.13
25. H 0.13
26. H 0.14
27. H 0.06
28. H 0.15
29. H 0.11
30. H 0.14
31. H 0.12
32. H 0.08
33. Cl 0.69
34. C -0.68
35. C -0.08
36. C -0.02
37. C -0.18
38. C -0.26
39. C -0.02
40. N -0.02
41. C -0.06
42. C -0.09
43. N 0.00
44. C -0.10
45. O -0.09
46. C -0.18
47. C -0.27
48. C -1.05
49. Cl 0.71
50. S 0.99
51. C -0.44
52. C -0.12
53. C -0.58
54. Cl 0.73
55. C -0.13
56. H 0.10
57. H 0.12
58. H 0.12
59. H 0.13
60. H 0.13
61. H 0.12
62. H 0.12
63. H 0.15
64. H 0.13
65. H 0.12
66. H 0.07
67. H 0.12
68. H 0.10
69. O -0.34
70. S 0.47
71. O -0.32
72. O -0.45
73. O -0.39


3.
Below is a molecular structure, C30H25ClIrO2P in a non-equilibrium geometry, with properties calculated with ωB97M-V/def2-TZVPD.

Cartesian coordinates (Å):
C  -2.76  -1.64  1.13
C  -2.25  -0.30  1.11
C  -2.42  0.24  -0.25
H  -1.82  0.21  1.97
C  -3.02  -0.82  -1.04
C  -3.25  -1.96  -0.18
H  -3.69  -2.91  -0.49
H  -2.78  -2.29  2.00
H  -2.22  1.25  -0.60
H  -3.28  -0.74  -2.09
Ir  -1.12  -1.34  -0.29
Cl  0.60  -1.02  -1.74
P  0.40  1.44  -0.07
C  -0.29  2.84  -1.06
C  -0.42  4.14  -0.55
H  -0.23  4.34  0.51
C  -0.76  5.21  -1.39
H  -0.80  6.22  -0.98
C  -1.03  4.98  -2.74
H  -1.29  5.82  -3.39
C  -0.98  3.68  -3.24
H  -1.20  3.50  -4.30
C  -0.62  2.61  -2.41
H  -0.57  1.59  -2.81
C  0.45  2.28  1.59
C  -0.77  2.43  2.28
H  -1.71  2.14  1.82
C  -0.78  2.97  3.57
H  -1.71  2.96  4.14
C  0.38  3.54  4.10
H  0.35  4.03  5.07
C  1.57  3.49  3.37
H  2.47  3.98  3.75
C  1.62  2.82  2.14
H  2.57  2.76  1.61
C  2.17  1.63  -0.55
C  2.68  2.73  -1.24
H  2.01  3.52  -1.60
C  4.06  2.85  -1.46
H  4.45  3.74  -1.95
C  4.93  1.84  -1.03
H  6.01  1.94  -1.20
C  4.41  0.71  -0.40
H  5.08  -0.09  -0.08
C  3.05  0.59  -0.16
H  2.64  -0.30  0.32
O  -1.05  -3.84  1.91
C  -0.56  -4.04  0.80
O  -0.09  -3.11  -0.04
C  -0.55  -5.45  0.25
C  -0.95  -6.51  1.09
C  -1.19  -7.78  0.56
C  -1.01  -8.03  -0.81
C  -0.50  -7.01  -1.62
C  -0.25  -5.74  -1.10
H  -1.07  -6.33  2.16
H  -1.54  -8.58  1.21
H  -1.25  -9.02  -1.23
H  -0.30  -7.21  -2.67
H  0.17  -4.95  -1.71

Its energy above the lowest of the compared OMol25 structures with the same formula, charge and spin is 0.631 eV. The spin multiplicity is 6. For the HOMO energy (alpha / beta), the calculation gives -7.332 / -11.501 eV. Its molar mass is 676.17 g mol⁻¹. As for the total charge: +1. As for the expectation value of S²: 8.796.

Just the Löwdin charges please, in e? Sure, here they are:
1. C -0.15
2. C -0.24
3. C -0.30
4. H 0.09
5. C -0.20
6. C -0.13
7. H 0.14
8. H 0.12
9. H 0.08
10. H 0.13
11. Ir 1.23
12. Cl 0.16
13. P 1.13
14. C -0.37
15. C -0.07
16. H 0.11
17. C -0.05
18. H 0.12
19. C -0.05
20. H 0.12
21. C -0.06
22. H 0.11
23. C -0.10
24. H 0.09
25. C -0.34
26. C -0.12
27. H 0.09
28. C -0.06
29. H 0.12
30. C -0.05
31. H 0.12
32. C -0.05
33. H 0.12
34. C -0.06
35. H 0.11
36. C -0.40
37. C -0.07
38. H 0.11
39. C -0.06
40. H 0.11
41. C -0.06
42. H 0.12
43. C -0.06
44. H 0.11
45. C -0.13
46. H 0.10
47. O 0.03
48. C -0.56
49. O -0.28
50. C -0.11
51. C -0.01
52. C -0.06
53. C -0.07
54. C -0.05
55. C -0.02
56. H 0.12
57. H 0.11
58. H 0.12
59. H 0.11
60. H 0.11


The records above yield electronic energy values of -121616.769; -156771.221; -60247.647 eV, respectively.